No. 1
ORCA calculation (the ωB97M-V functional and the def2-TZVPD basis) on a structure of composition C36H29N5OsS5.

For the total energy, the calculation gives -3744.37921 hartree. The value obtained for the largest force on an atom is 0.07794 hartree/bohr. The calculation puts the energy above the lowest of the compared OMol25 structures with the same formula, charge and spin at 0.00 kJ/mol. As for the highest occupied orbital energy (spin up / spin down): -0.24526 / -0.27087 Ha. Its expectation value of S² is 6.074. As for the multiplicity: 5. Its HOMO-LUMO gap (spin up / spin down) is 6.4560 / 4.4662 eV.

The geometry in XYZ format:
```
76
Properties=species:S:1:pos:R:3:lowdin_spin:R:1
Os -0.563 0.534 -0.391 1.4266
C 1.450 -2.263 4.244 0.0037
C 1.860 -1.040 3.743 0.0009
C 1.002 -0.269 2.934 0.0146
C -0.195 -0.794 2.446 0.0340
C -0.562 -2.102 2.863 0.0121
C 0.265 -2.815 3.747 0.0004
N -0.946 0.013 1.564 0.3440
C -2.128 0.592 1.930 0.0533
C -2.973 0.136 2.963 0.0368
C -4.150 0.820 3.238 0.0549
C -4.528 1.996 2.531 0.0445
C -3.666 2.511 1.570 0.0468
C -2.530 1.799 1.219 0.0412
N -1.733 2.152 0.119 0.3081
N -1.898 3.278 -0.507 0.2432
C -1.184 3.240 -1.661 0.0389
C -1.115 4.324 -2.544 0.0478
C -0.438 4.190 -3.713 0.0169
C 0.279 2.999 -3.970 0.0795
C 0.222 1.983 -3.048 0.0065
N -0.524 2.038 -1.908 0.1157
H 1.996 -2.816 4.983 0.0002
H 2.874 -0.666 3.909 0.0003
H 1.293 0.731 2.709 0.0009
H -1.475 -2.562 2.507 0.0001
H 0.021 -3.842 4.059 0.0004
H -2.708 -0.754 3.529 0.0003
H -4.796 0.418 4.001 0.0024
H -5.434 2.569 2.751 0.0010
H -3.899 3.458 1.028 0.0028
H -1.621 5.228 -2.245 0.0009
H -0.465 5.006 -4.464 -0.0006
H 0.775 2.888 -4.913 0.0048
H 0.791 1.088 -3.171 -0.0020
N 8.853 1.170 -0.178 0.0081
C 7.727 1.400 0.040 0.0015
C 6.340 1.519 0.296 0.0135
C 5.693 2.685 -0.134 -0.0023
C 4.361 2.807 0.071 0.0152
C 3.620 1.695 0.587 0.0075
C 4.290 0.521 1.054 0.0146
C 5.642 0.413 0.862 -0.0034
C 2.229 1.642 0.496 0.0863
C 1.032 1.477 0.257 0.0044
H 6.294 3.412 -0.690 -0.0003
H 3.773 3.640 -0.296 0.0009
H 3.699 -0.352 1.431 0.0007
H 6.205 -0.466 1.150 -0.0004
C -5.403 1.665 -2.471 0.0098
S -5.103 0.023 -3.171 0.0113
C -4.755 -0.772 -1.667 0.1066
C -3.425 -0.948 -1.189 0.0031
S -2.124 -0.279 -2.044 0.2391
S -3.351 -2.003 0.175 -0.0110
C -5.029 -2.202 0.518 0.0017
S -5.584 -3.119 1.757 0.0140
S -6.035 -1.347 -0.672 0.0421
H -5.384 2.361 -3.299 0.0006
H -4.606 1.932 -1.779 0.0015
H -6.368 1.775 -1.952 0.0001
C 0.422 -4.491 -1.473 0.0117
C 1.534 -3.391 -1.354 0.0430
C 2.247 -3.288 -2.711 0.0240
C 2.518 -3.551 -0.199 0.0113
C 0.869 -2.122 -1.145 0.3155
C 0.465 -0.956 -0.914 0.0365
H 0.812 -5.466 -1.731 0.0012
H -0.325 -4.147 -2.212 0.0013
H -0.062 -4.687 -0.535 0.0003
H 2.732 -4.232 -3.017 0.0042
H 3.057 -2.569 -2.718 0.0004
H 1.528 -3.035 -3.519 0.0011
H 3.126 -4.430 -0.369 0.0016
H 2.005 -3.682 0.771 0.0005
H 3.181 -2.670 -0.081 0.0004
```



No. 2
ORCA calculation (the ωB97M-V functional and the def2-TZVPD basis) on a cluster of 8 separate species, C43H71FIN8O4 in total.

The net charge is +1. For the total energy, the calculation gives -2816.53805 hartree. The value obtained for the largest force on an atom is 0.19577 hartree/bohr. As for the highest occupied orbital energy: -0.43205 Ha. Its HOMO-LUMO gap is 6.5204 eV.

The geometry in XYZ format:
```
128
Properties=species:S:1:pos:R:3:mulliken_charge:R:1
C 3.283 7.738 -4.964 -0.7714
C 2.577 6.651 -3.908 -0.0205
O 2.930 5.313 -4.402 -0.3814
C 3.514 4.459 -3.356 0.2712
C 4.706 3.442 -3.942 -0.5037
O 4.822 2.188 -3.182 -0.3195
C 5.795 2.319 -2.063 -0.6061
C 4.872 2.759 -0.741 0.2361
C 3.592 1.786 -0.378 -0.5828
C 2.636 2.229 0.895 1.1439
C 1.338 1.265 1.208 -0.0574
O 0.125 1.773 0.864 -0.4165
O 1.470 -0.096 1.781 -0.0955
F 2.033 0.094 2.963 -0.0386
C 3.044 3.599 1.696 -1.0991
I 1.814 4.269 3.430 0.1670
C 4.360 4.430 1.180 0.5836
C 4.807 5.862 1.920 -0.2302
C 6.123 5.591 2.861 0.3852
C 7.310 6.695 2.575 -1.0110
C 5.589 5.572 4.427 -0.8689
N 5.252 4.023 -0.003 0.1319
H 2.497 8.003 -5.790 0.2806
H 4.222 7.174 -5.433 0.2411
H 3.708 8.694 -4.403 0.1717
H 1.399 6.792 -3.860 0.3359
H 2.985 6.916 -2.844 -0.0002
H 2.643 3.797 -2.901 0.1238
H 4.007 5.030 -2.462 -0.0410
H 4.427 3.126 -5.059 0.2878
H 5.689 4.073 -4.017 0.2175
H 6.637 3.131 -2.293 0.3195
H 6.322 1.280 -1.823 0.3185
H 3.377 0.837 -1.038 0.4102
H 3.898 6.359 2.488 0.4806
H 5.100 6.580 1.012 -0.3911
H 6.544 4.526 2.571 0.2330
H 8.153 6.555 3.382 0.3480
H 7.742 6.546 1.472 0.2403
H 6.844 7.771 2.656 0.2127
H 4.892 4.616 4.581 0.1648
H 6.559 5.532 5.098 0.3554
H 4.959 6.569 4.583 0.2483
H 6.091 4.620 -0.271 0.3790
C -1.615 -2.249 1.297 -1.1982
C -1.716 -1.091 0.310 0.5359
C -3.091 -0.420 0.317 -0.3504
C -4.157 -1.432 -0.071 0.1780
N -5.042 -2.271 -0.393 -0.4951
H -2.315 -3.053 1.050 0.4192
H -0.609 -2.678 1.279 0.3189
H -1.824 -1.912 2.319 0.2948
H -1.488 -1.462 -0.697 0.3181
H -0.953 -0.345 0.558 -0.5975
H -3.108 0.411 -0.397 0.3287
H -3.319 -0.019 1.310 0.3042
C -3.611 -4.741 -2.880 -0.8762
C -4.977 -5.134 -3.433 -0.4214
C -4.885 -6.096 -4.619 -0.0587
C -4.115 -5.441 -5.754 0.1270
N -3.477 -4.897 -6.695 -0.4843
H -3.012 -4.206 -3.624 0.3492
H -3.726 -4.077 -2.018 0.0403
H -3.049 -5.626 -2.557 0.3140
H -5.513 -4.225 -3.732 0.3064
H -5.562 -5.604 -2.635 0.2982
H -5.889 -6.357 -4.969 0.0670
H -4.377 -7.021 -4.325 0.3050
C -9.290 -8.977 -6.010 -1.2783
C -9.942 -8.787 -4.644 -0.2801
C -9.147 -7.851 -3.731 -0.1816
C -7.761 -8.424 -3.489 0.2393
N -6.610 -8.900 -3.288 -0.5778
H -8.304 -9.445 -5.926 0.3555
H -9.906 -9.630 -6.637 0.3616
H -9.174 -8.018 -6.526 0.3193
H -10.053 -9.767 -4.164 0.2095
H -10.949 -8.380 -4.784 0.3499
H -9.661 -7.736 -2.771 0.1578
H -9.053 -6.859 -4.186 0.3460
C 6.041 11.451 -1.677 -1.1835
C 4.956 10.782 -0.838 -0.6301
C 5.310 9.347 -0.444 -0.0770
C 5.494 8.502 -1.693 0.2964
N 5.647 7.800 -2.730 -0.5450
H 6.193 10.933 -2.629 0.3565
H 5.758 12.483 -1.910 0.3503
H 6.996 11.473 -1.139 0.2980
H 4.016 10.792 -1.402 0.3189
H 4.794 11.373 0.070 0.3640
H 4.509 8.917 0.166 0.2289
H 6.234 9.326 0.145 0.2791
C 1.428 0.063 8.213 -1.1427
C 0.351 1.068 7.818 -0.5287
C 0.621 1.728 6.464 -0.0645
C 1.939 2.483 6.515 0.1909
N 3.033 3.109 6.557 -0.5059
H 2.405 0.543 8.330 0.3668
H 1.179 -0.404 9.171 0.3324
H 1.521 -0.729 7.461 0.2777
H 0.278 1.835 8.598 0.3028
H -0.617 0.555 7.779 0.3266
H -0.185 2.428 6.220 0.3267
H 0.667 0.974 5.671 0.1353
C -10.377 -9.402 -0.129 -1.0570
C -11.421 -10.365 0.426 -0.5067
C -12.471 -10.768 -0.611 -0.2950
C -13.215 -9.533 -1.094 0.2265
N -13.832 -8.509 -1.495 -0.4939
H -10.828 -8.456 -0.446 0.3441
H -9.632 -9.165 0.637 0.3516
H -9.856 -9.841 -0.988 0.2434
H -11.910 -9.898 1.290 0.3087
H -10.914 -11.266 0.791 0.3257
H -13.187 -11.468 -0.168 0.2926
H -11.997 -11.261 -1.466 0.2694
C 5.515 -3.964 4.191 -1.2479
C 4.438 -2.959 3.796 -0.4409
C 4.708 -2.299 2.443 0.3224
C 6.026 -1.544 2.493 0.2049
N 7.120 -0.917 2.536 -0.5067
H 6.492 -3.484 4.309 0.3563
H 5.266 -4.430 5.150 0.3471
H 5.608 -4.756 3.440 0.3192
H 4.366 -2.191 4.577 0.2737
H 3.471 -3.472 3.758 0.3548
H 3.902 -1.599 2.199 -0.2879
H 4.755 -3.053 1.649 0.3254
```



No. 3
ORCA calculation (the ωB97M-V functional and the def2-TZVPD basis) on a cluster of 2 separate species, C5H14 in total.

For the total energy, the calculation gives -198.83207 hartree. The value obtained for the largest force on an atom is 0.07599 hartree/bohr. The calculation puts the energy above the lowest of the compared OMol25 structures with the same formula, charge and spin at 149.87 kJ/mol. As for the highest occupied orbital energy: -0.40718 Ha. As for the SMILES: CCC.CC. Its HOMO-LUMO gap is 12.1391 eV.

The geometry in XYZ format:
```
19
Properties=species:S:1:pos:R:3:nbo_charge:R:1
C -2.175 1.757 0.809 -0.6157
C -1.101 0.943 1.628 -0.3911
C 0.436 1.523 1.380 -0.6269
H -2.945 2.270 1.285 0.2066
H -2.808 0.982 0.130 0.1957
H -1.746 2.560 0.169 0.2058
H -1.362 0.939 2.693 0.2023
H -1.150 -0.024 1.267 0.1969
H 0.876 1.563 0.308 0.2093
H 0.485 2.626 1.666 0.2063
H 1.087 0.842 1.998 0.2108
C 1.290 -1.881 -0.910 -0.5940
C 1.238 -2.088 -2.448 -0.6146
H 1.428 -0.897 -0.605 0.1991
H 0.419 -2.384 -0.507 0.2013
H 2.187 -2.393 -0.577 0.1931
H 1.582 -3.081 -2.415 0.2112
H 1.968 -1.494 -3.003 0.1970
H 0.293 -1.762 -2.869 0.2070
```



No. 4
ORCA calculation (the ωB97M-V functional and the def2-TZVPD basis) on an isolated molecule of C5H6O2.

For the total energy, the calculation gives -344.55161 hartree. The value obtained for the largest force on an atom is 0.04845 hartree/bohr. The calculation puts the energy above the lowest of the compared OMol25 structures with the same formula, charge and spin at 132.07 kJ/mol. As for the highest occupied orbital energy: -0.37492 Ha. As for the SMILES: C[C@@H]1C=CC(=O)O1. Its HOMO-LUMO gap is 10.1944 eV.

The geometry in XYZ format:
```
13
Properties=species:S:1:pos:R:3:nbo_charge:R:1
C -1.744 -0.199 -0.316 -0.6187
C -0.526 -0.024 0.562 0.0451
C 0.393 1.066 0.081 -0.2060
C 1.643 0.620 0.101 -0.2608
C 1.606 -0.845 0.237 0.7323
O 2.478 -1.625 -0.031 -0.5473
O 0.321 -1.201 0.527 -0.4879
H -2.300 -1.097 -0.042 0.2284
H -2.398 0.674 -0.206 0.2213
H -1.439 -0.275 -1.363 0.2139
H -0.830 0.089 1.614 0.2066
H 0.374 1.575 -0.868 0.2451
H 2.471 1.189 -0.296 0.2279
```